Entry A
# H14O7

7 unconnected molecules or ions with the total composition H14O7 (ωB97M-V/def2-TZVPD, OMol25).

SMILES string = O.O.O.O.O.O.O
Highest occupied orbital energy = -0.4098 Eh
Molar mass = 126.10 g/mol
E_LUMO = 0.059 eV

The geometry in ORCA input format:
```
! RIJCOSX wB97M-V def2-TZVPD def2/J DEFGRID3
* xyz 0 1
O 7.84445 -5.35106 23.75323
H 7.63723 -6.28538 23.73484
H 7.53039 -5.05234 24.60667
O 5.64837 -12.87771 23.31291
H 5.20881 -12.62183 22.50203
H 4.99768 -13.39735 23.78495
O 9.84576 -13.81419 23.18822
H 9.05307 -13.30244 23.02700
H 9.53376 -14.71284 23.29460
O 8.39049 -9.41094 19.98691
H 7.61397 -8.88494 20.17815
H 8.07291 -10.10764 19.41246
O 3.55271 -5.14426 29.66969
H 2.72702 -4.76225 29.96722
H 3.29158 -5.89865 29.14154
O 2.08240 -7.67082 27.01685
H 1.31351 -7.29301 26.58988
H 1.88682 -8.60571 27.07982
O 5.78210 -8.99951 24.56898
H 5.11969 -8.89101 25.25138
H 5.86476 -9.94726 24.46327
*
```


Entry B
# H14O7

7 unconnected molecules or ions with the total composition H14O7 (ωB97M-V/def2-TZVPD, OMol25).

SMILES string = O.O.O.O.O.O.O
Highest occupied orbital energy = -0.3855 Eh
Molar mass = 126.10 g/mol
E_LUMO = -0.173 eV

The geometry in ORCA input format:
```
! RIJCOSX wB97M-V def2-TZVPD def2/J DEFGRID3
* xyz 0 1
O -1.35493 -0.06554 1.92181
H -1.05299 0.06635 1.01603
H -1.05586 -0.95508 2.14152
O 0.78719 0.10515 3.51153
H 1.11773 0.51897 2.70623
H 1.07433 -0.81204 3.43874
O 0.32759 2.39779 -1.50645
H 0.15662 3.34262 -1.42236
H 0.23505 2.22582 -2.45030
O 0.16007 -3.27815 -2.80757
H -0.70458 -3.50709 -3.16667
H -0.04004 -2.86261 -1.96123
O -4.05624 -0.35626 2.37364
H -4.24961 -1.27484 2.15499
H -3.75535 0.02467 1.54096
O 2.76582 2.80390 -0.75842
H 2.13919 2.16485 -1.11610
H 3.39086 2.26565 -0.25983
O 1.10841 -1.01327 -2.06960
H 1.59608 -1.64009 -1.52347
H 1.41066 -0.15077 -1.76345
*
```


Entry C
# H14O7

7 unconnected molecules or ions with the total composition H14O7 (ωB97M-V/def2-TZVPD, OMol25).

SMILES string = O.O.O.O.O.O.O
Highest occupied orbital energy = -0.4050 Eh
Molar mass = 126.10 g/mol
E_LUMO = 0.378 eV

The geometry in ORCA input format:
```
! RIJCOSX wB97M-V def2-TZVPD def2/J DEFGRID3
* xyz 0 1
O 1.66679 -2.00117 -1.08787
H 2.07530 -1.12594 -1.24090
H 2.22704 -2.60798 -1.58158
O 2.38092 0.76539 -1.06756
H 2.87968 0.91438 -1.87819
H 1.64899 1.40482 -1.13654
O 0.75480 -0.60646 2.07547
H 0.34730 -1.10309 1.32417
H 1.63429 -0.97281 2.16910
O -0.65818 -1.71722 0.08319
H 0.13709 -2.14042 -0.32784
H -1.24301 -1.38640 -0.60253
O -1.58548 1.07809 1.81061
H -0.75561 0.59387 1.96895
H -1.63190 1.61654 2.60984
O -3.08210 0.21316 -0.59505
H -2.36528 0.30216 0.05506
H -2.90294 0.92302 -1.21776
O -0.16619 2.01462 -0.62390
H -0.34549 1.87501 0.32037
H -1.01602 1.96045 -1.05704
*
```


Entry D
# H14O7

7 unconnected molecules or ions with the total composition H14O7 (ωB97M-V/def2-TZVPD, OMol25).

SMILES string = O.O.O.O.O.O.O
Highest occupied orbital energy = -0.3876 Eh
Molar mass = 126.10 g/mol
E_LUMO = 0.158 eV

The geometry in ORCA input format:
```
! RIJCOSX wB97M-V def2-TZVPD def2/J DEFGRID3
* xyz 0 1
O -0.85169 -0.82091 -0.64399
H -0.19603 -1.36570 -0.19423
H -1.25842 -0.31017 0.06503
O -2.28590 -1.74948 -2.07642
H -1.64213 -1.53974 -2.76240
H -3.08194 -1.98521 -2.56605
O -2.18874 1.95734 0.66128
H -2.11224 2.88106 0.39693
H -1.29129 1.61521 0.58054
O -3.59536 -1.33531 2.38997
H -2.75025 -0.88670 2.50635
H -4.07360 -1.14990 3.20600
O 4.05667 0.86403 1.79341
H 4.67282 1.42455 1.30848
H 3.52331 0.45133 1.10480
O 3.37138 -3.32337 -0.33674
H 4.21095 -3.24265 -0.80322
H 3.38105 -2.59261 0.29165
O 0.73334 3.52136 -1.29054
H 0.98697 4.42406 -1.51366
H 0.39110 3.16281 -2.11716
*
```


Most stable to least stable, the ends of the list are entry C and entry D.